# C6H14O2

A 2-piece molecular cluster, C6H14O2 overall at a distorted geometry (ωB97M-V/def2-TZVPD, OMol25).

Each line ends with the natural charge from an NBO analysis.
Positions of all 22 atoms, in Å:
O1 0.155 1.394 -2.822  -0.52
C1 -0.139 0.525 -2.045  0.45
C2 0.753 0.130 -0.883  -0.52
C3 0.115 0.767 0.400  -0.38
C4 -1.195 0.058 0.807  -0.23
C5 -1.663 0.807 2.076  -0.61
C6 -1.029 -1.409 1.161  -0.62
H1 -1.121 0.054 -1.923  0.10
H2 1.800 0.363 -1.023  0.22
H3 0.757 -0.945 -0.687  0.24
H4 0.765 0.810 1.278  0.21
H5 -0.048 1.832 0.182  0.20
H6 -1.884 0.223 -0.017  0.20
H7 -1.385 0.271 2.991  0.20
H8 -2.754 0.837 2.107  0.21
H9 -1.327 1.829 2.227  0.21
H10 -1.986 -1.765 1.573  0.21
H11 -1.058 -2.050 0.264  0.21
H12 -0.257 -1.603 1.907  0.22
H13 2.821 -2.500 0.597  0.47
H14 3.390 -1.167 0.413  0.47
O2 2.534 -1.593 0.452  -0.93

Forces on atoms 1 to 6 (eV/Å):
O -0.49 -0.33 -0.47
C 1.35 0.37 1.59
C -0.39 -0.48 0.78
C 0.29 -0.07 -0.83
C 1.18 1.63 1.06
C -1.06 -0.48 0.38

Values from the calculation:
LUMO = 0.482 eV
ΔE to the lowest compared entry with this formula, charge and spin = 143.19 kJ/mol
Total energy = -387.45298 Ha
SMILES = CC(C)CCC=O.O
Orbital gap = 9.881 eV
HOMO = -0.34540 Eh